Entry 1:
Molecular formula: C29H56F2N4O7P
Method: DFT, wB97M-V/def2-TZVPD

Structure (XYZ):
```
99
Properties=species:S:1:pos:R:3
H -0.58278 0.59196 3.28955
C -5.61242 5.44768 -2.11731
H 0.67359 0.99467 -3.87126
C -0.06988 -7.50224 2.05919
H -0.46980 3.10756 -3.01538
C -0.28620 5.46088 -1.60998
H -0.29808 4.84339 1.41713
H 1.80376 0.87089 3.80509
H -0.18600 2.12415 0.25350
N 3.14969 2.24706 0.25890
O 6.15152 1.79450 0.53370
H -1.70336 -6.11773 1.97057
C 2.06880 -6.39974 -1.14365
C 1.17021 1.84241 -3.42175
H -4.61167 5.57753 1.21773
F 5.94739 0.19352 -2.44248
C -0.60649 4.23865 0.57465
H 3.21630 2.48519 3.53478
H -5.85330 -9.04699 0.64254
O 3.05459 5.01784 1.18644
C -0.08837 2.45117 2.33967
H -0.29427 0.45173 1.59971
H -1.71804 2.40832 0.99778
H -1.59985 4.57266 0.32162
H -0.19307 6.43123 -1.13876
O 3.84326 -0.48535 -2.65919
H -0.01343 -7.70767 4.19204
H 1.01742 -4.46991 -2.93582
H 1.56530 -7.43789 3.42925
H 1.95047 -3.10931 -2.28723
C 0.41284 3.14229 -3.64443
O -4.61274 -6.93782 2.51493
H -4.17295 -8.48549 0.59043
C -5.37135 5.57169 0.43957
H 2.50549 1.01523 -1.25424
H 2.15491 1.91409 -3.86949
H 2.15125 -6.78830 -0.13433
H 1.43694 -0.60064 3.01212
C 2.95212 1.93953 1.63100
F 5.45713 2.60860 -1.41958
C -5.47968 -7.23619 1.72753
C -6.88252 -6.69592 1.85715
H -6.28696 4.59206 -2.06446
C 5.46644 1.68670 -0.46977
H -6.20089 6.36500 -2.15794
H 1.14449 -6.77164 -1.58704
O -3.50534 5.40455 -1.02168
P 3.93944 4.34865 2.12915
C -1.52857 -7.18714 1.84873
H 4.07663 4.96934 3.37835
H -6.94104 -6.04412 2.72511
H -5.95000 6.49392 0.50128
C -4.70880 5.46749 -0.91131
H 2.01648 4.12968 -2.56767
O 2.13503 -4.28537 -0.06451
H 5.20035 4.09769 1.57334
H -5.41041 -7.65760 -0.37368
H 2.78845 -4.45477 -3.07600
H -7.58918 -7.51744 1.98086
N 4.56478 0.60083 -0.73804
C 2.62580 -0.09628 0.63001
H 1.72025 -1.46074 -0.73649
H 0.82980 3.00312 2.49132
H 2.91848 -6.75054 -1.73223
H 0.45340 3.48305 -1.09673
H -2.14041 -7.73002 2.56707
C 1.94562 -4.18618 -2.43868
C 0.41193 5.55243 -2.98375
H 1.82861 4.56713 -4.24050
H -0.36562 5.58717 -3.73675
C 4.69832 0.07549 -2.02183
C 1.45577 0.46863 2.86501
H -5.01175 5.37141 -3.02011
C 0.06994 0.92661 2.49538
H -7.14819 -6.12698 0.96504
C -0.69936 2.76770 0.96770
H 1.31148 1.65132 -2.36190
C 1.42318 -0.82974 0.08154
C 1.28290 4.35531 -3.33117
H 0.09335 3.18474 -4.67232
C 0.32232 4.45868 -0.64718
C 3.16504 0.94269 -0.40806
H 1.25248 4.83117 -0.24690
H 0.42259 -6.09069 3.59430
H 0.71371 -0.10779 -0.31242
H 0.90548 -1.39044 0.84126
H -6.03636 4.72124 0.59592
H -0.78466 2.81054 3.08331
C -5.21223 -8.16767 0.57005
H -1.34522 5.31395 -1.73572
N 3.31287 2.77485 2.57604
C 2.05699 -4.89616 -1.10938
H 0.95711 6.47592 -3.10564
C 0.51388 -7.16181 3.40870
N 2.43836 0.75720 1.79716
H 2.26027 2.67647 -0.00502
H 3.38041 -0.83605 0.84279
O 0.60504 -8.00530 1.19092
H -1.81919 -7.48151 0.84283
```

Computed properties:
**HOMO-LUMO gap**: 7.798 eV
**HOMO**: -10.90 eV
**LUMO**: -3.1 eV
**Multiplicity**: 1
**Net charge**: +1

=====

Entry 2:
Molecular formula: C29H56N2O2
Method: DFT, wB97M-V/def2-TZVPD

Structure (XYZ):
```
89
Properties=species:S:1:pos:R:3
C -3.57001 -3.67401 -1.20720
H -2.95328 -2.96221 -3.12931
H -4.04331 -3.07276 3.59966
C 2.98670 -0.61034 -0.83012
H 3.81179 -1.94757 -2.23010
H -3.75581 -1.54904 2.78953
H 2.25913 4.51039 -0.95928
H 2.01696 -0.14777 -0.61808
H -3.11569 2.21508 -1.43057
C -5.23380 0.12892 -1.00309
H -6.72649 -1.72074 0.92007
N -4.70229 -1.24196 -1.05592
H 3.35287 -1.04438 0.09236
H 1.58970 -4.39446 0.97254
C 1.68218 -3.31260 0.95137
N -4.03908 -1.52548 -2.18870
H 4.35778 0.16089 -2.26810
C -4.28904 -3.36596 -0.08550
C -3.56118 4.86054 -0.41718
H 1.17068 3.32072 -1.60423
C 6.53086 -3.47651 0.87734
C 1.67918 3.62553 -0.69420
O 5.78534 -1.89045 -0.73585
H -2.77033 3.17414 0.67266
H 0.43206 2.94185 0.86663
C -5.67009 -1.67390 1.18087
H 2.75305 -3.72123 -1.30737
H -4.41387 -4.05910 0.72474
H 0.20764 -3.44199 -0.57517
C 1.97115 -1.70669 2.92832
C -3.49464 -2.72330 -2.22557
C 0.71357 3.90776 0.44916
H 1.47996 -3.25650 -2.41105
H -2.32099 5.91380 -1.82893
C 3.92416 0.50604 -1.33395
H -4.53863 5.19364 -0.76562
H 1.40229 -0.91656 3.41117
H -2.95866 4.36021 -2.40028
C -4.33963 1.05721 -0.16555
H 6.77779 -0.02462 0.90340
H -4.81216 2.72408 -1.53705
H -1.23709 4.54252 0.92823
H 2.74143 -3.06977 0.92107
C 3.13004 1.78308 -1.61382
H 2.70401 -1.29521 2.24599
H -0.52692 4.36035 -2.00519
H -4.80340 1.26984 0.79403
H -4.48734 3.44961 0.92846
H -3.06472 -4.61672 -1.33333
C 6.72804 -2.09479 0.21445
C -0.55067 4.69742 0.09732
H 0.68016 -1.78727 -0.23574
H 7.27601 -3.65952 1.66726
H -0.34780 5.76650 0.04206
H 4.76155 0.67054 -0.66462
H 2.51846 -2.25517 3.69074
C 2.81067 -1.64718 -1.92811
C 1.06450 -2.79528 -0.36066
H -3.39422 0.55242 0.02251
C -1.21585 4.20455 -1.18089
H 7.36030 -1.17488 2.11606
H 2.24951 1.47436 -2.18168
C -4.86140 -2.08714 -0.03608
C 1.02916 -2.68866 2.20904
C -2.53082 4.88511 -1.54822
C -3.69330 3.46100 0.17915
C -4.02578 2.38921 -0.86422
H -3.27578 5.54818 0.37606
H -5.04584 -1.69630 4.02430
H 3.48783 2.87895 0.21544
H 0.74606 -3.47799 2.89918
C 2.65333 2.47139 -0.34963
H 1.26068 4.46953 1.20315
H 6.63077 -4.27137 0.13580
C 6.61495 -1.02099 1.32071
H -1.34573 3.12405 -1.09862
H 5.62290 -1.04495 1.78156
H 2.34881 -1.16297 -2.79146
H -6.27376 0.14221 -0.69334
C 2.04769 -2.92776 -1.53880
H 2.08164 1.78279 0.26905
H 7.79285 -2.07024 -0.12382
H 5.53736 -3.54819 1.32898
H -5.39461 -0.68645 1.53623
O -5.48455 -2.60188 2.22277
C -4.53296 -2.19047 3.20269
H 3.72558 2.46012 -2.22521
H -5.21810 0.51484 -2.01342
H 0.13048 -2.16803 1.88270
```

Computed properties:
**HOMO-LUMO gap**: 1.145 eV
**HOMO**: -4.21 eV
**LUMO**: -3.1 eV
**Multiplicity**: 1
**Energy relative to the best compared isomer or geometry (same formula, charge and spin)**: 125.1 kcal/mol

=====

Entry 3:
Molecular formula: C29H57BrN5O12PS6
Method: DFT, wB97M-V/def2-TZVPD

Structure (XYZ):
```
111
Properties=species:S:1:pos:R:3
C -8.31299 -1.89249 -0.21714
H 1.80545 0.61704 2.61137
H -5.84081 3.87609 1.47567
C -2.00467 5.13006 -1.25720
H -9.20253 -2.21687 -2.15852
O -8.02198 -4.44895 0.51379
Br 1.28742 2.98015 -1.18412
H -4.55947 2.15570 1.61890
C -3.54589 4.19021 0.57720
N -4.11810 4.71275 -0.52560
O 8.23212 -1.70345 -5.72623
H 6.66198 1.17038 -4.55618
C -10.73473 -2.12255 -0.63530
H -4.57188 2.85557 -2.64309
C 11.20855 -1.34575 1.83521
C 5.90705 -0.64678 -3.61921
H 8.39979 -2.21623 -3.15867
S -5.86222 1.24799 -1.47580
C -4.63983 -4.05545 2.85016
H -10.32201 -4.25750 -0.82124
H 0.83961 6.39379 -2.75220
S -8.86336 -3.30095 0.75579
N -2.22030 4.15410 0.77822
H -11.16140 -3.84274 0.70036
C -4.75896 1.79425 -2.79228
H 9.15590 -0.70139 -2.66338
C 5.07072 -0.45273 2.64851
H -3.96145 -4.90450 2.88248
H 11.85561 -1.27120 0.95907
H -2.77839 1.38561 -2.02900
O -4.05399 -1.87366 1.45505
O 4.92035 -0.94001 0.05496
O 7.81546 -2.68708 0.96207
H 6.10508 -0.04203 -5.74485
H 8.19780 -0.04894 0.95066
H -5.30109 1.64525 -3.72404
H 3.92532 0.97081 3.80551
H 0.62802 5.80703 -1.10373
H -11.53480 -2.16876 -1.37228
C -9.41344 -1.64460 -1.25334
H -7.35468 -2.15430 -0.65512
N -4.20254 3.88208 3.39981
H -4.30103 -0.63617 3.83692
C 6.95598 -0.70719 -2.50194
C 1.00012 4.28000 -2.59791
H 5.14922 -1.53492 2.56233
H 5.97442 -0.05116 3.09974
C -1.14532 5.70262 -2.34751
H -1.42417 5.21310 -3.29047
H -5.28124 -4.12293 1.97719
S -3.63977 -2.57647 2.65485
H 5.64739 -1.65664 -3.94386
H 11.84390 -1.35864 2.71948
C 8.27834 -1.13573 -3.13384
H 3.46866 1.94536 1.34147
O -2.23799 -2.86302 2.82225
C -3.94425 -0.42658 -2.07329
S 8.22902 -0.56619 -4.83880
O -7.06584 0.69968 -2.05732
H 6.66156 -1.39587 -1.71326
O 5.97036 1.20169 0.75332
C 9.20055 -0.41344 0.73873
O 9.18283 0.49468 -5.05240
H 2.84826 0.77994 0.14033
H -9.43573 -0.59298 -1.52940
H -3.04276 0.78298 -3.66090
C 10.36334 -2.61142 1.74420
C -5.44825 -3.84526 4.13466
C 0.37261 5.60421 -2.15020
O -9.07837 -2.88310 2.12145
H 9.84903 -2.82955 2.67989
C 10.21549 -0.17425 1.86087
C -10.45039 -3.50054 -0.04766
H -6.40084 -4.36767 4.07172
H -1.45354 6.74914 -2.46911
H -5.42924 -0.86736 -0.49066
C -4.81053 -0.06500 -0.87434
C 3.77643 -0.00294 3.33532
S 9.10330 -2.20308 0.53710
O 9.59279 -2.53999 -0.77754
H 3.48870 -0.70531 4.11573
H -3.38217 4.45551 3.53228
H -8.19688 -1.05559 0.46942
S 4.97644 0.17635 0.96245
C 3.34142 0.88939 1.10315
H 2.40574 -0.87991 1.90038
H -6.03567 -2.08728 5.29609
C 2.69902 0.11280 2.24722
C -4.28359 -1.69746 4.07503
C -3.51093 0.91143 -2.68630
H 4.99316 -0.15751 -3.28523
H -3.09197 -1.02715 -1.76169
H -6.37041 -1.97021 3.57505
H -4.52239 -1.00822 -2.79467
H 10.71744 0.78284 1.72967
H 0.36392 3.76549 -3.32348
H -4.21462 0.33670 -0.05551
H 9.53719 -0.01456 -0.21624
H -11.04951 -1.44134 0.15775
C 6.56383 0.10611 -4.77018
C -5.64935 -2.33396 4.30813
H 7.06437 0.27858 -2.04361
N -1.44015 4.62236 -0.15618
O -5.98745 2.28076 -0.47420
H 9.70379 -0.14910 2.82489
H -3.59205 -1.88503 4.89639
H -4.89613 -4.24192 4.98942
N -3.34068 5.19472 -1.44422
H 10.89014 -3.49373 1.38919
H 1.98773 4.41923 -3.04085
P -4.57428 3.51982 1.94071
```

Computed properties:
**HOMO-LUMO gap**: 7.965 eV
**HOMO**: -9.04 eV
**LUMO**: -1.1 eV
**Multiplicity**: 1
**SMILES string**: N=[PH2]c1nnc(CCCBr)nn1.O=S1(=O)CCCC1.O=S1(=O)CCCC1.O=S1(=O)CCCC1.O=S1(=O)CCCC1.O=S1(=O)CCCC1.O=S1(=O)CCCC1